1.
{"formula": "C22H33N3O7P2Ru", "method": "ωB97M-V/def2-TZVPD", "species": ["Ru", "P", "P", "N", "H", "C", "H", "H", "H", "C", "H", "H", "H", "C", "H", "H", "H", "C", "H", "H", "H", "C", "H", "H", "H", "C", "H", "H", "H", "C", "C", "C", "C", "C", "C", "H", "H", "H", "H", "H", "C", "O", "C", "H", "H", "H", "C", "H", "H", "H", "O", "C", "O", "C", "C", "C", "C", "C", "C", "N", "O", "O", "N", "O", "O", "H", "H", "H"], "coordinates": [[-0.240, -0.804, -1.315], [2.154, -0.710, -1.088], [-2.624, -0.345, -0.881], [-0.187, 0.243, -2.703], [0.583, -0.009, -0.138], [2.778, -1.972, -2.240], [3.871, -2.065, -2.082], [2.566, -1.625, -3.269], [2.257, -2.924, -2.046], [2.930, -0.883, 0.542], [3.982, -1.188, 0.414], [2.360, -1.647, 1.093], [2.833, 0.080, 1.071], [2.774, 0.870, -1.837], [3.872, 0.848, -1.803], [2.367, 1.700, -1.237], [2.408, 0.921, -2.878], [-3.606, -1.567, -1.795], [-4.689, -1.440, -1.613], [-3.309, -2.578, -1.482], [-3.418, -1.469, -2.867], [-3.502, -0.293, 0.708], [-4.592, -0.153, 0.543], [-3.107, 0.551, 1.299], [-3.351, -1.225, 1.275], [-3.104, 1.242, -1.618], [-4.164, 1.475, -1.417], [-2.946, 1.241, -2.702], [-2.485, 2.030, -1.165], [-0.167, 1.209, -3.591], [-0.203, 1.873, -5.935], [-0.231, 0.875, -4.971], [-0.085, 2.588, -3.222], [-0.088, 3.572, -4.213], [-0.151, 3.225, -5.568], [-0.226, 1.602, -6.993], [-0.295, -0.180, -5.213], [-0.022, 2.829, -2.159], [-0.043, 4.624, -3.924], [-0.160, 4.011, -6.353], [-0.647, -3.444, 0.168], [-0.980, -2.853, -0.920], [0.579, -4.372, 0.144], [1.031, -4.299, 1.155], [1.295, -3.971, -0.580], [0.239, -5.402, -0.074], [-1.296, -3.137, 1.504], [-2.372, -3.340, 1.540], [-1.064, -2.088, 1.794], [-0.748, -3.776, 2.269], [-1.026, 1.719, 1.042], [0.210, 1.737, 1.361], [1.261, 2.019, 0.761], [0.427, 1.483, 2.882], [1.704, 1.739, 3.410], [1.991, 1.542, 4.783], [0.981, 1.053, 5.660], [-0.291, 0.738, 5.118], [-0.556, 0.971, 3.732], [-1.263, 0.116, 5.929], [-1.012, -0.092, 7.135], [-2.346, -0.222, 5.406], [3.296, 1.794, 5.294], [4.171, 2.220, 4.498], [3.523, 1.575, 6.498], [2.504, 2.118, 2.784], [1.195, 0.895, 6.712], [-1.548, 0.747, 3.369]], "mulliken_charge": [-0.291, 1.173, 1.741, -0.568, 0.417, -1.163, 0.422, 0.322, 0.242, -0.892, 0.451, 0.236, 0.153, -1.158, 0.515, 0.227, 0.316, -1.322, 0.394, 0.320, 0.323, -1.186, 0.447, 0.194, 0.268, -1.244, 0.453, 0.332, 0.260, -0.391, -0.538, -0.528, 0.360, -0.658, -0.320, 0.345, 0.401, 0.424, 0.372, 0.324, 0.953, -0.780, -0.888, 0.396, -0.082, 0.370, -0.839, 0.289, 0.057, 0.409, -0.712, -0.033, -0.686, 0.655, -0.314, -0.363, -0.348, -0.249, -0.433, 0.979, -0.599, -0.604, 0.984, -0.594, -0.597, 0.660, 0.572, 0.625], "total_charge": 0, "spin_multiplicity": 5, "energy_ev": -63302.5020, "lumo_ha": [-0.0345, -0.0423], "e_above_lowest_kj_mol": 38.51, "orbital_gap_ha": [0.1971, 0.2764], "mol_weight_g_mol": 614.538, "s2": 6.07, "e_homo_ev": [-6.30, -8.67]}

***

2.
{"formula": "C22H34B3FN4O5", "method": "ωB97M-V/def2-TZVPD", "species": ["C", "C", "C", "O", "O", "C", "C", "B", "O", "B", "F", "O", "B", "C", "C", "C", "C", "C", "N", "O", "H", "H", "H", "H", "H", "H", "H", "H", "H", "H", "H", "H", "H", "C", "C", "C", "C", "N", "H", "H", "H", "H", "H", "H", "H", "C", "C", "C", "C", "N", "H", "H", "H", "H", "H", "H", "H", "C", "C", "C", "C", "N", "H", "H", "H", "H", "H", "H", "H"], "coordinates": [[4.884, -0.091, -0.954], [5.824, 1.265, -0.783], [5.042, 2.635, -1.337], [5.168, 2.967, -2.625], [4.299, 3.402, -0.326], [3.327, 4.331, -0.938], [2.027, 3.533, -1.540], [0.576, 4.296, -1.274], [0.364, 5.326, -0.196], [-0.968, 5.155, 0.428], [-1.270, 5.177, 1.883], [-2.131, 4.885, -0.490], [-1.675, 3.648, -1.216], [-2.357, 2.140, -0.924], [-1.298, 0.910, -1.012], [-1.928, -0.603, -0.673], [-3.548, -0.499, -0.312], [-4.448, 0.857, -0.321], [-3.816, 2.173, -0.632], [-0.548, 3.855, -2.173], [3.961, 0.044, -0.217], [4.465, -0.227, -2.039], [5.473, -1.067, -0.617], [6.027, 1.375, 0.374], [6.870, 1.124, -1.305], [3.787, 5.016, -1.783], [3.008, 5.083, -0.068], [2.158, 3.319, -2.701], [1.981, 2.487, -1.013], [-0.166, 1.066, -1.284], [-1.299, -1.588, -0.660], [-4.106, -1.511, -0.033], [-5.605, 0.804, -0.043], [0.347, -0.509, 4.476], [-1.099, -0.405, 4.002], [-1.661, -1.740, 3.508], [-0.839, -2.238, 2.330], [-0.157, -2.651, 1.353], [1.018, -0.807, 3.665], [0.696, 0.460, 4.847], [0.442, -1.239, 5.288], [-1.157, 0.342, 3.201], [-1.719, -0.040, 4.828], [-2.702, -1.616, 3.192], [-1.635, -2.488, 4.307], [-6.042, -3.380, 2.865], [-6.009, -4.349, 4.043], [-6.010, -3.637, 5.398], [-4.781, -2.751, 5.513], [-3.762, -2.015, 5.609], [-5.154, -2.741, 2.842], [-6.069, -3.933, 1.920], [-6.929, -2.738, 2.910], [-5.118, -4.982, 3.956], [-6.881, -5.009, 3.985], [-6.000, -4.374, 6.208], [-6.910, -3.023, 5.509], [4.131, -2.535, -6.177], [3.469, -1.208, -6.536], [3.680, -0.131, -5.471], [3.078, -0.587, -4.152], [2.579, -0.966, -3.058], [3.707, -2.964, -5.263], [3.978, -3.265, -6.978], [5.210, -2.409, -6.031], [2.396, -1.377, -6.688], [3.878, -0.854, -7.489], [3.200, 0.803, -5.781], [4.748, 0.068, -5.330]], "mulliken_charge": [-0.487, -0.456, 0.605, -0.578, -0.379, -0.346, -0.311, 0.374, -0.384, 0.622, -0.287, -0.383, 0.377, 0.213, -0.115, -0.516, -0.254, -0.247, -0.338, -0.201, 0.191, -0.144, 0.324, 0.257, 0.296, 0.263, 0.271, 0.222, 0.072, 0.214, 0.453, 0.281, 0.282, -1.182, -0.489, 0.263, 0.161, -0.616, 0.326, 0.348, 0.307, 0.260, 0.334, -0.076, 0.361, -0.788, -0.459, -0.420, 0.367, -0.531, 0.042, 0.334, 0.306, 0.286, 0.314, 0.289, 0.288, -1.132, -0.446, -0.170, 0.247, -0.602, 0.340, 0.326, 0.298, 0.290, 0.322, 0.279, 0.332], "total_charge": 0, "energy_ev": -44305.2969, "lumo_ha": -0.0173, "orbital_gap_ha": 0.3147, "mol_weight_g_mol": 485.971, "smiles": "CCC(=O)OCCB1OB(F)OB(c2ccccn2)O1.CCCC#N.CCCC#N.CCCC#N", "e_homo_ev": -9.03}

***

3.
{"formula": "C22H34Cl2O3Ru", "method": "ωB97M-V/def2-TZVPD", "species": ["C", "C", "C", "C", "C", "C", "C", "C", "C", "C", "Ru", "Cl", "Cl", "O", "H", "H", "H", "H", "H", "H", "H", "H", "H", "H", "H", "H", "H", "H", "H", "H", "O", "H", "C", "C", "C", "C", "C", "C", "C", "C", "C", "C", "C", "C", "O", "H", "H", "H", "H", "H", "H", "H", "H", "H", "H", "H", "H", "H", "H", "H", "H", "H"], "coordinates": [[1.113, 3.081, -0.864], [-0.176, 3.220, -1.488], [-0.198, 2.428, -2.654], [-1.256, 4.107, -1.043], [1.071, 1.866, -2.851], [1.919, 2.229, -1.735], [3.397, 2.191, -1.758], [1.671, 3.989, 0.157], [-1.342, 2.296, -3.585], [1.519, 1.124, -4.046], [0.924, 0.917, -0.243], [-3.152, 1.546, -0.843], [-0.436, 1.676, 1.415], [0.836, -0.462, -1.531], [-0.963, 4.699, -0.178], [-2.128, 3.469, -0.744], [-1.594, 4.745, -1.869], [-2.277, 2.236, -3.002], [-1.255, 1.380, -4.176], [-1.387, 3.147, -4.276], [0.735, 0.440, -4.407], [2.415, 0.526, -3.841], [1.757, 1.814, -4.874], [3.748, 1.257, -2.210], [3.803, 2.260, -0.743], [3.796, 3.028, -2.348], [0.881, 4.367, 0.813], [2.154, 4.851, -0.327], [2.406, 3.466, 0.778], [0.145, -1.077, -1.147], [2.380, 0.881, 1.088], [3.217, 0.694, 0.636], [-4.227, -1.307, 1.182], [-2.916, -0.902, 1.849], [-3.138, -0.120, 3.142], [-1.944, -2.070, 2.061], [-2.211, -3.120, 2.912], [-1.279, -4.161, 3.070], [-0.044, -4.118, 2.417], [0.268, -3.081, 1.563], [1.619, -2.951, 0.862], [2.762, -2.812, 1.857], [1.856, -4.037, -0.178], [-0.734, -2.085, 1.285], [-0.610, -1.226, 0.353], [-4.901, -1.790, 1.894], [-4.011, -1.979, 0.347], [-4.689, -0.402, 0.768], [-2.431, -0.217, 1.138], [-3.779, -0.693, 3.822], [-2.174, 0.077, 3.620], [-3.611, 0.837, 2.903], [-3.160, -3.116, 3.456], [-1.507, -4.995, 3.730], [0.710, -4.900, 2.561], [1.564, -2.007, 0.305], [2.833, -3.715, 2.474], [3.711, -2.666, 1.329], [2.582, -1.943, 2.491], [1.067, -3.994, -0.932], [2.817, -3.872, -0.678], [1.858, -5.025, 0.293]], "mulliken_charge": [0.911, 1.706, 0.794, -1.469, 0.612, 0.836, -2.078, -2.085, -1.614, -2.169, 0.848, -0.796, -0.455, -0.814, 0.341, 0.032, 0.337, 0.239, 0.377, 0.290, 0.369, 0.407, 0.309, 0.397, 0.392, 0.292, 0.384, 0.268, 0.382, 0.397, -0.692, 0.219, -1.559, 1.608, -1.685, -0.045, 0.120, -1.163, -0.011, 0.412, 1.438, -1.635, -1.656, -0.269, -0.729, 0.364, 0.318, 0.364, -0.511, 0.366, 0.360, 0.392, 0.277, 0.307, 0.266, -0.508, 0.331, 0.423, 0.359, 0.371, 0.424, 0.302], "total_charge": -2, "spin_multiplicity": 5, "energy_ev": -57134.5209, "lumo_ha": [0.1708, 0.1751], "orbital_gap_ha": [0.2004, 0.2090], "mol_weight_g_mol": 518.487, "s2": 6.09, "e_homo_ev": [-0.81, -0.92]}